1.
C31H37N | the ωB97M-V functional and the def2-TZVPD basis

For the energy above the lowest of the compared OMol25 structures with the same formula, charge and spin, the calculation gives 0.0 kcal/mol. The SMILES is Cc1cc(C)c([C@H](C)C[C@H](c2c(C)cc(C)cc2C)[C@@](C)(C#N)c2ccccc2)c(C)c1. Its calculated total energy is -34235.655 eV. The calculation puts the gap between HOMO and LUMO at 8.887 eV.

Cartesian coordinates (Å):
1 C 5.37893 -2.81733 1.55714
2 C 4.35817 -1.74165 1.22789
3 C 4.23048 -0.59250 2.04543
4 C 3.45009 0.51206 1.64793
5 C 3.72286 1.87737 2.23399
6 C 2.50393 0.27542 0.63038
7 C 1.47477 1.29580 0.27936
8 C 2.07560 2.40494 -0.60557
9 C 0.63548 1.94116 1.44528
10 C 0.17294 1.07111 2.76292
11 C -1.25740 0.60623 2.52168
12 C -1.52877 -0.79062 2.70643
13 C -0.41820 -1.86572 2.59993
14 C -2.79633 -1.10465 3.18877
15 C -3.78633 -0.10439 3.31823
16 C -5.08008 -0.38003 4.02525
17 C -3.57980 1.17359 2.82992
18 C -2.31782 1.54050 2.37101
19 C -2.10131 2.96099 1.92767
20 C 0.33385 1.34828 4.29685
21 C 1.78518 1.43579 4.91000
22 C -0.35465 2.61247 4.46802
23 N -0.72427 3.70542 4.62959
24 C -0.38344 0.29621 5.30069
25 C 0.34270 -0.84529 5.69457
26 C -0.20180 -1.84645 6.54230
27 C -1.55225 -1.75631 6.94412
28 C -2.25487 -0.57119 6.65528
29 C -1.65448 0.45637 5.87860
30 C 2.69781 -0.80114 -0.27338
31 C 1.97299 -0.94096 -1.59610
32 C 3.59033 -1.81890 0.05597
33 H 5.42676 -3.58090 0.75793
34 H 6.39280 -2.39507 1.69226
35 H 5.11872 -3.34080 2.49156
36 H 4.76452 -0.54405 2.99957
37 H 4.13758 2.56701 1.49245
38 H 2.85335 2.36653 2.68035
39 H 4.49097 1.83290 3.02322
40 H 0.74433 0.79166 -0.37183
41 H 2.57693 1.96216 -1.47333
42 H 1.26941 3.06333 -0.97132
43 H 2.81541 3.01542 -0.05494
44 H 1.14387 2.85378 1.78294
45 H -0.23197 2.31425 0.84686
46 H 0.90079 0.22468 2.83238
47 H -0.84831 -2.87683 2.68695
48 H 0.10993 -1.90050 1.63873
49 H 0.33602 -1.81880 3.40423
50 H -3.02922 -2.13535 3.53368
51 H -5.60605 0.57188 4.19592
52 H -5.65923 -1.03522 3.36138
53 H -4.91859 -0.85916 5.00088
54 H -4.33958 1.96887 2.92032
55 H -2.63853 3.63761 2.59720
56 H -1.04184 3.24917 2.00078
57 H -2.44141 3.16113 0.89701
58 H 2.33601 0.64673 4.39521
59 H 2.30332 2.40107 4.73456
60 H 1.83002 1.19239 6.00274
61 H 1.38119 -1.03013 5.35014
62 H 0.42741 -2.70641 6.87581
63 H -2.03614 -2.62781 7.43730
64 H -3.27778 -0.42934 7.05369
65 H -2.23462 1.35673 5.66236
66 H 2.33084 -1.84263 -2.11307
67 H 0.89013 -1.06466 -1.45763
68 H 2.14217 -0.10159 -2.28782
69 H 3.63031 -2.70891 -0.58536

***

2.
C31H37N4O | the ωB97M-V functional and the def2-TZVPD basis

For the energy above the lowest of the compared OMol25 structures with the same formula, charge and spin, the calculation gives 8.4 kcal/mol. The SMILES is CCC1=C(C)[C@@H]([C@H](/C=C/N2[C@H](Cc3ccccc3)C(=O)N(C)C2(C)C)c2ccc(C#N)cc2)[NH+]=C1C. Its calculated total energy is -40749.199 eV. The calculation puts the gap between HOMO and LUMO at 6.383 eV. As for the charge: +1.

Cartesian coordinates (Å):
1 C -3.33175 -5.90628 -1.54441
2 C -2.90254 -5.30723 -0.20509
3 C -2.02674 -4.09333 -0.26154
4 C -2.42551 -2.77653 -0.27435
5 C -3.82444 -2.34920 -0.44816
6 C -1.19091 -1.86408 -0.17552
7 C -1.12177 -0.85548 0.92873
8 C 0.00975 0.16549 0.81283
9 C 0.03317 1.25446 -0.01075
10 N 0.91504 2.31631 0.06361
11 C 0.85650 3.37831 -0.93998
12 C 1.02997 2.83208 -2.36344
13 C 1.08985 3.91547 -3.41817
14 C 2.19162 3.98052 -4.27522
15 C 2.28732 5.01230 -5.21125
16 C 1.25819 5.95764 -5.31795
17 C 0.13736 5.86743 -4.48262
18 C 0.04802 4.84259 -3.53308
19 C 1.97775 4.31598 -0.51788
20 O 2.31075 5.36385 -1.06851
21 N 2.55743 3.77675 0.59199
22 C 3.70125 4.41576 1.20239
23 C 1.95936 2.53443 1.08547
24 C 3.03103 1.43761 1.11229
25 C 1.41203 2.77672 2.49903
26 C -1.11537 -1.62967 2.26816
27 C -2.26690 -2.31397 2.65262
28 C -2.24553 -3.19134 3.72954
29 C -1.12085 -3.28320 4.55669
30 C -1.11670 -4.18919 5.67201
31 N -1.14409 -4.88936 6.60720
32 C -0.03476 -2.48001 4.25504
33 C 0.02111 -1.72922 3.07788
34 N -0.14047 -2.87897 -0.03709
35 C -0.59728 -4.12264 -0.18625
36 C 0.28725 -5.29521 -0.35341
37 H -3.93839 -6.79159 -1.33560
38 H -3.93453 -5.19792 -2.12123
39 H -2.47175 -6.22062 -2.14599
40 H -3.79256 -5.04760 0.38959
41 H -2.34568 -6.06480 0.36621
42 H -3.91105 -1.27592 -0.65270
43 H -4.29168 -2.89703 -1.28070
44 H -4.43515 -2.60388 0.43306
45 H -1.07816 -1.38112 -1.15442
46 H -2.04794 -0.27749 0.88515
47 H 0.82354 0.06071 1.51598
48 H -0.69491 1.36043 -0.83171
49 H -0.11431 3.89787 -0.84595
50 H 1.96115 2.23463 -2.40334
51 H 0.18422 2.15311 -2.58061
52 H 2.97903 3.22869 -4.17028
53 H 3.16775 5.07461 -5.84805
54 H 1.33393 6.76441 -6.04728
55 H -0.66922 6.59579 -4.55820
56 H -0.81507 4.76032 -2.86695
57 H 3.99382 5.27268 0.58578
58 H 3.46632 4.76951 2.21590
59 H 4.54030 3.71140 1.26363
60 H 3.53736 1.39001 0.14021
61 H 3.76946 1.67410 1.88795
62 H 2.60382 0.46120 1.33258
63 H 0.89730 3.74671 2.53619
64 H 0.71716 1.98578 2.79246
65 H 2.25395 2.80292 3.20470
66 H -3.21271 -2.17892 2.10379
67 H -3.08544 -3.84904 3.92025
68 H 0.82870 -2.49019 4.92006
69 H 0.96339 -1.23380 2.82962
70 H 0.82159 -2.66375 0.21801
71 H -0.29142 -6.18830 -0.09407
72 H 0.62048 -5.35222 -1.40652
73 H 1.15753 -5.21951 0.31171

***

3.
C31H38BCdF4N2P2Si2 | the ωB97M-V functional and the def2-TZVPD basis

For the energy above the lowest of the compared OMol25 structures with the same formula, charge and spin, the calculation gives 0.0 kcal/mol. Its calculated total energy is -86197.959 eV. The calculation puts the gap between HOMO and LUMO at 6.885 eV. As for the charge: -1.

Cartesian coordinates (Å):
1 Cd 1.41964 1.58713 0.58400
2 C -0.96189 3.98650 0.61737
3 Si -2.49418 2.92145 0.68763
4 C -2.71441 2.58717 2.55100
5 C -3.87669 4.00158 0.11362
6 N -2.37311 1.43337 -0.13664
7 P -1.35909 0.72635 -1.10114
8 C 0.11202 0.20124 -0.42920
9 P 0.98723 -1.06634 0.46475
10 N 1.63834 -0.44263 1.79464
11 Si 2.10921 -0.74497 3.46380
12 C 0.95252 0.42720 4.36893
13 C 1.76079 -2.48043 3.98390
14 C 3.91031 -0.23691 3.62124
15 C -0.10577 -2.41472 0.92149
16 C -0.11065 -3.61090 0.21204
17 C -0.99608 -4.62528 0.58921
18 C -1.86539 -4.47967 1.65938
19 C -2.04061 -3.17412 2.21134
20 C -1.11019 -2.17859 1.91002
21 C 2.28705 -1.88122 -0.49265
22 C 2.68985 -1.45427 -1.75018
23 C 3.86496 -1.94231 -2.29812
24 C 4.60239 -2.98002 -1.70449
25 C 4.12780 -3.48545 -0.52229
26 C 2.95533 -3.02627 0.02707
27 C -0.97830 1.88682 -2.45101
28 C 0.31913 2.23537 -2.84307
29 C 0.54055 3.15018 -3.86441
30 C -0.47958 3.72593 -4.59790
31 C -1.81461 3.28877 -4.27285
32 C -2.06156 2.41155 -3.22644
33 C -2.19799 -0.62263 -1.92072
34 C -3.00898 -1.43177 -1.20048
35 C -3.68995 -2.51816 -1.84457
36 C -3.59658 -2.66905 -3.20547
37 C -2.70873 -1.87702 -3.94830
38 C -2.03192 -0.82969 -3.33166
39 H -1.16688 4.85464 1.25111
40 H -0.75278 4.43985 -0.34402
41 H -0.05253 3.53798 0.99711
42 H -2.84527 3.51984 3.10558
43 H -1.87408 2.06164 2.95800
44 H -3.62761 1.97235 2.85876
45 H -3.90034 4.88939 0.75582
46 H -4.86343 3.47463 0.14731
47 H -3.75478 4.36805 -0.93411
48 H -0.10241 0.32615 4.13580
49 H 1.20029 1.51451 4.24639
50 H 1.11981 0.16553 5.44258
51 H 0.67261 -2.69485 3.94474
52 H 2.09585 -2.68165 5.02074
53 H 2.30057 -3.16768 3.33904
54 H 4.00909 0.77225 3.17805
55 H 4.51518 -0.93259 3.08303
56 H 4.18447 -0.17200 4.65746
57 H 0.53288 -3.81166 -0.62557
58 H -0.98309 -5.55164 -0.00671
59 H -2.33538 -5.30701 2.12256
60 H -2.79477 -3.02011 2.98375
61 H -1.08130 -1.21309 2.39758
62 H 2.04151 -0.79634 -2.36269
63 H 4.18015 -1.47388 -3.26117
64 H 5.52323 -3.32460 -2.11949
65 H 4.75093 -4.21174 0.00985
66 H 2.49850 -3.59347 0.82445
67 H 1.13190 1.89603 -2.19100
68 H 1.58308 3.47258 -4.06661
69 H -0.24110 4.32938 -5.45266
70 H -2.64358 3.63948 -4.84699
71 H -3.07709 2.09289 -3.03680
72 H -3.05985 -1.29321 -0.10471
73 H -4.32006 -3.22020 -1.25134
74 H -4.13163 -3.48043 -3.77224
75 H -2.49574 -2.09419 -5.01922
76 H -1.20243 -0.35843 -3.86531
77 F 4.63894 4.09054 0.43356
78 B 3.48703 3.42111 0.18366
79 F 2.43257 4.19843 -0.30548
80 F 3.09711 2.70683 1.51034
81 F 3.60962 2.25643 -0.66101